{"formula": "C10H30AsOS4SbSi3Tc", "method": "ωB97M-V/def2-TZVPD", "spin_multiplicity": 1, "lumo_energy_ev": [-11.33, -11.34], "homo_ev": [-17.25, -17.24], "homo_lumo_gap_ev": [5.91, 5.91], "charge": 3, "max_force_ev_per_a": 0.953, "species": ["Tc", "S", "Sb", "S", "S", "S", "C", "O", "H", "H", "H", "C", "Si", "C", "C", "As", "Si", "C", "C", "C", "Si", "C", "C", "C", "H", "H", "H", "H", "H", "H", "H", "H", "H", "H", "H", "H", "H", "H", "H", "H", "H", "H", "H", "H", "H", "H", "H", "H", "H", "H", "H"], "coordinates": [[-0.252, 0.413, -0.002], [1.487, -3.068, 0.840], [1.044, -2.391, -1.152], [-1.305, -1.161, -1.066], [1.603, 0.461, -0.966], [1.239, -2.458, -3.310], [0.166, -0.241, 3.095], [-0.216, 0.108, 1.747], [1.214, -0.529, 3.085], [-0.466, -1.072, 3.401], [0.000, 0.635, 3.719], [-0.672, 6.015, -1.262], [0.598, 4.845, -0.664], [0.901, 4.696, 1.135], [1.788, 4.122, -1.847], [-1.278, 2.322, -0.493], [-2.034, 1.482, -4.429], [-3.374, 0.321, -4.017], [-2.419, 3.266, -4.500], [-0.364, 0.878, -4.820], [-3.519, 2.474, 1.068], [-3.902, 4.210, 0.577], [-2.711, 2.185, 2.694], [-4.481, 1.115, 0.279], [-0.210, 7.013, -1.274], [-1.534, 6.076, -0.597], [-0.994, 5.804, -2.282], [1.726, 5.371, 1.399], [1.213, 3.690, 1.419], [0.031, 4.998, 1.717], [2.786, 4.532, -1.654], [1.519, 4.347, -2.878], [1.872, 3.039, -1.715], [-4.327, 0.833, -3.896], [-3.129, -0.231, -3.103], [-3.473, -0.434, -4.806], [-2.809, 3.618, -3.540], [-3.223, 3.424, -5.228], [-1.561, 3.870, -4.795], [-0.074, 0.054, -4.161], [0.378, 1.676, -4.784], [-0.371, 0.472, -5.841], [-3.317, 4.929, 1.153], [-4.961, 4.417, 0.767], [-3.738, 4.377, -0.489], [-1.841, 2.830, 2.822], [-2.419, 1.143, 2.812], [-3.418, 2.426, 3.496], [-5.040, 1.472, -0.587], [-5.203, 0.719, 1.002], [-3.842, 0.282, -0.017]]}